P:
DFT (ωB97M-V with the def2-TZVPD basis set) results for a molecular structure, C32H40AsNO5PSSiTi.

```
83
C32H40AsNO5PSSiTi (ωB97M-V with the def2-TZVPD basis set)
Ti -0.544 0.263 -0.096
O -1.985 2.471 2.402
C -2.090 1.311 2.093
O -2.081 0.869 0.857
C -2.294 0.207 3.096
C -3.030 0.541 4.227
C -3.283 -0.397 5.217
C -2.776 -1.678 5.078
C -2.036 -2.015 3.954
C -1.780 -1.090 2.945
P -0.716 -1.637 1.535
C -1.933 -3.076 1.106
C -3.108 -2.614 0.517
C -4.155 -3.468 0.207
C -4.039 -4.826 0.465
C -2.875 -5.309 1.045
C -1.837 -4.442 1.367
C 0.656 -2.677 2.178
C 1.188 -3.744 1.464
C 2.276 -4.455 1.953
C 2.831 -4.125 3.180
C 2.298 -3.073 3.911
C 1.229 -2.350 3.408
H -3.394 1.557 4.314
H -3.867 -0.128 6.088
H -2.954 -2.425 5.842
H -1.650 -3.022 3.867
H -3.207 -1.548 0.316
H -5.063 -3.072 -0.234
H -4.851 -5.500 0.221
H -2.770 -6.366 1.258
H -0.953 -4.853 1.839
H 0.748 -4.045 0.524
H 2.682 -5.273 1.372
H 3.674 -4.685 3.565
H 2.725 -2.804 4.869
H 0.837 -1.506 3.962
N 1.645 -0.006 -1.075
C 2.325 1.123 -1.675
C 2.281 2.370 -1.067
C 2.916 3.444 -1.674
C 3.586 3.287 -2.878
C 3.616 2.045 -3.482
C 2.995 0.959 -2.880
S 4.466 4.679 -3.617
O 3.592 5.818 -3.385
O 4.623 4.296 -5.014
O 5.709 4.709 -2.857
H 1.735 -0.786 -1.720
H 2.144 -0.288 -0.236
H 1.741 2.507 -0.138
H 2.877 4.427 -1.220
H 4.127 1.940 -4.430
H 3.032 -0.016 -3.358
C -0.963 3.830 -0.929
Si -1.099 2.180 -1.876
C -0.317 2.528 -3.578
C -2.966 1.935 -2.240
H -1.657 4.554 -1.369
H 0.042 4.248 -1.023
H -1.205 3.734 0.130
H -0.719 3.483 -3.934
H -0.566 1.784 -4.336
H 0.768 2.637 -3.542
H -3.317 2.759 -2.871
H -3.556 1.937 -1.321
H -3.187 1.007 -2.775
C -2.720 -1.973 -2.934
As -0.978 -1.373 -2.285
C -0.139 -0.867 -3.979
C -0.105 -3.102 -2.025
H -2.585 -2.727 -3.709
H -3.270 -1.132 -3.352
H -3.282 -2.403 -2.107
H 0.259 -1.752 -4.476
H 0.652 -0.139 -3.813
H -0.886 -0.409 -4.625
H 0.089 -3.579 -2.985
H -0.753 -3.739 -1.422
H 0.835 -2.962 -1.494
C 0.461 0.064 1.657
H 0.329 0.811 2.441
H 1.485 -0.304 1.634
```

Results
HOMO energy = -5.089 eV
net charge = -1
LUMO = 0.0695 hartree

---

Q:
DFT (ωB97M-V with the def2-TZVPD basis set) results for a molecular structure, C32H40AsNO5PSSiTi.

```
83
C32H40AsNO5PSSiTi (ωB97M-V with the def2-TZVPD basis set)
Ti -1.781 -0.364 0.110
O -1.125 -1.960 3.519
C -0.539 -1.207 2.776
O -1.109 -0.417 1.905
C 0.971 -1.111 2.872
C 1.508 -1.311 4.143
C 2.872 -1.257 4.356
C 3.730 -1.034 3.285
C 3.208 -0.858 2.017
C 1.829 -0.878 1.791
P 1.226 -0.632 0.069
C 2.378 -1.740 -0.847
C 2.060 -3.097 -0.845
C 2.874 -4.020 -1.484
C 4.021 -3.595 -2.139
C 4.353 -2.249 -2.142
C 3.541 -1.326 -1.494
C 1.915 1.019 -0.335
C 2.360 1.913 0.635
C 2.665 3.228 0.301
C 2.550 3.660 -1.010
C 2.130 2.771 -1.993
C 1.805 1.467 -1.657
H 0.824 -1.508 4.957
H 3.269 -1.391 5.353
H 4.801 -1.001 3.436
H 3.880 -0.700 1.182
H 1.164 -3.430 -0.340
H 2.605 -5.068 -1.474
H 4.656 -4.312 -2.643
H 5.252 -1.913 -2.644
H 3.816 -0.279 -1.497
H 2.451 1.595 1.664
H 2.969 3.917 1.078
H 2.777 4.687 -1.265
H 2.043 3.100 -3.022
H 1.457 0.787 -2.426
N -1.139 1.868 -0.042
C -1.354 2.800 1.054
C -0.662 2.646 2.246
C -0.765 3.616 3.228
C -1.569 4.735 3.032
C -2.315 4.846 1.869
C -2.203 3.878 0.877
S -1.555 6.056 4.251
O -1.723 5.377 5.523
O -2.662 6.916 3.865
O -0.237 6.647 4.062
H -1.741 2.159 -0.806
H -0.181 1.976 -0.364
H -0.056 1.764 2.402
H -0.225 3.520 4.162
H -2.958 5.707 1.749
H -2.762 3.976 -0.049
C -1.285 -4.029 0.936
Si -1.993 -2.967 -0.464
C -3.812 -3.480 -0.504
C -1.317 -3.779 -2.054
H -1.423 -5.093 0.718
H -1.804 -3.795 1.868
H -0.224 -3.857 1.133
H -3.918 -4.564 -0.616
H -4.349 -2.997 -1.326
H -4.301 -3.174 0.423
H -1.400 -4.866 -1.955
H -0.274 -3.540 -2.263
H -1.901 -3.491 -2.932
C -3.168 -0.787 -3.510
As -1.584 -0.156 -2.575
C -1.543 1.642 -3.341
C -0.188 -0.990 -3.666
H -3.030 -0.699 -4.587
H -4.013 -0.180 -3.190
H -3.362 -1.823 -3.242
H -1.589 1.580 -4.428
H -0.631 2.161 -3.045
H -2.404 2.203 -2.977
H 0.163 -0.289 -4.424
H -0.600 -1.872 -4.150
H 0.645 -1.306 -3.041
C -3.598 -0.006 -0.038
H -4.073 0.602 0.739
H -4.323 -0.419 -0.743
```

Results
HOMO energy = -5.331 eV
net charge = -1
LUMO = 0.0693 hartree

---

Stability ranking, top entry: Q; the second entry is 24.6 kcal/mol less favorable.

---

P:
DFT (ωB97M-V with the def2-TZVPD basis set) results for a single C5H6N4 molecule.

```
15
C5H6N4 (ωB97M-V with the def2-TZVPD basis set)
C 1.406 0.639 -0.172
C 0.067 1.248 -0.170
C -0.978 0.429 0.011
C 0.270 -1.518 0.104
C -2.395 0.315 0.101
N 2.593 1.111 -0.114
N 3.419 0.009 0.114
N 2.749 -1.025 0.162
N 1.419 -0.734 0.013
H 0.121 2.283 -0.500
H -0.272 -1.732 1.031
H -0.077 -1.913 -0.880
H -2.729 1.363 0.246
H -2.694 -0.475 0.852
H -2.899 0.001 -0.797
```

Results
HOMO energy = -9.347 eV
LUMO = -0.0066 hartree

---

Q:
DFT (ωB97M-V with the def2-TZVPD basis set) results for a single C5H6N4 molecule.

```
15
C5H6N4 (ωB97M-V with the def2-TZVPD basis set)
C 3.291 -0.856 0.207
C 2.168 -0.183 0.112
N 1.145 0.469 -0.020
C -0.203 0.003 -0.098
C -0.641 -1.291 0.113
N -1.932 -1.400 0.297
N -2.300 -0.129 0.117
C -1.330 0.770 -0.038
N -1.562 2.153 -0.153
H 3.754 -1.259 -0.706
H 3.566 -1.145 1.135
H 0.003 -2.077 0.131
H -3.284 0.084 -0.071
H -2.115 2.320 -0.924
H -0.559 2.540 -0.102
```

Results
HOMO energy = -8.655 eV
structure (SMILES) = C=C=Nc1cn[nH]c1N
LUMO = 0.0288 hartree

---

Stability ranking, top entry: Q; the second entry is 60.1 kcal/mol less favorable.

---

P:
DFT (ωB97M-V with the def2-TZVPD basis set) results for a molecular structure, C4H6N.

```
11
C4H6N (ωB97M-V with the def2-TZVPD basis set)
C 2.035 -0.144 1.230
C -1.544 -0.125 0.858
C -0.243 0.105 0.397
C -0.011 0.192 -1.598
N 0.904 -0.167 0.958
H 3.031 -0.319 1.522
H -1.715 -0.447 1.855
H -2.432 0.185 0.357
H -0.208 1.221 -1.798
H 0.957 -0.040 -2.017
H -0.776 -0.459 -1.765
```

Results
HOMO energy = -15.034 eV
net charge = +1
LUMO = -0.2096 hartree

---

Q:
DFT (ωB97M-V with the def2-TZVPD basis set) results for a gas-phase ion, C4H6N (charge +1).

```
11
C4H6N (ωB97M-V with the def2-TZVPD basis set)
C 1.171 -0.417 -0.031
C 1.329 0.875 0.032
C -1.305 0.923 0.081
C -1.174 -0.404 -0.025
N 0.010 -1.121 0.070
H 2.187 -0.979 -0.306
H -2.125 1.562 -0.164
H 2.188 1.535 0.068
H -2.008 -1.227 -0.237
H -0.264 1.404 0.202
H -0.009 -2.150 0.309
```

Results
HOMO energy (alpha / beta) = -14.468 / -14.468 eV
net charge = +1
LUMO (alpha / beta) = -0.2815 / -0.2815 hartree

---

Stability ranking, top entry: P; the second entry is 17.5 kcal/mol less favorable.

---

P:
DFT (ωB97M-V with the def2-TZVPD basis set) results for a single C11H21N3O3 molecule.

```
38
C11H21N3O3 (ωB97M-V with the def2-TZVPD basis set)
N -3.060 -2.701 -2.822
C -2.179 -1.683 -2.133
C -2.531 -0.169 -2.347
C -1.788 0.809 -1.260
C -0.331 1.186 -1.734
C 0.527 1.969 -0.795
N 1.903 2.067 -1.203
C 0.402 1.310 0.614
O -0.428 1.628 1.442
N 1.341 0.218 0.800
C 2.684 0.706 1.109
C 2.953 0.295 2.550
C 1.552 -0.035 3.076
C 0.950 -0.713 1.874
C -0.475 -1.233 2.036
O -1.376 -1.254 1.142
O -0.514 -2.039 3.119
H -4.021 -2.427 -2.618
H -2.904 -3.519 -2.255
H -1.111 -1.836 -2.569
H -2.110 -1.884 -1.017
H -2.237 0.020 -3.436
H -3.603 -0.172 -2.411
H -1.556 0.530 -0.311
H -2.366 1.761 -1.076
H -0.466 1.642 -2.742
H 0.167 0.233 -2.055
H 0.132 2.994 -0.611
H 1.931 2.422 -2.141
H 2.337 1.157 -1.251
H 3.537 0.432 0.560
H 2.739 1.801 1.067
H 3.561 -0.698 2.557
H 3.658 1.126 3.011
H 1.574 -0.662 3.940
H 1.010 0.897 3.127
H 1.472 -1.668 1.692
H -1.374 -2.512 3.073
```

Results
HOMO energy = -9.182 eV
structure (SMILES) = NCCCC[C@H](N)C(=O)N1CCC[C@H]1C(=O)O
LUMO = 0.0198 hartree

---

Q:
DFT (ωB97M-V with the def2-TZVPD basis set) results for a single C11H21N3O3 molecule.

```
38
C11H21N3O3 (ωB97M-V with the def2-TZVPD basis set)
N 2.899 -2.113 0.394
C 4.171 -1.600 -0.018
C 4.133 -0.049 -0.008
C 3.202 0.594 -1.000
C 1.654 0.357 -0.861
C 0.984 0.638 0.493
N -0.386 0.162 0.539
C -1.311 0.613 -0.348
O -1.141 1.552 -1.192
C -2.660 -0.064 -0.303
C -3.888 0.839 -0.543
C -4.976 -0.156 -0.122
C -4.256 -1.246 0.801
N -2.867 -0.862 0.962
C 1.140 2.107 0.890
O 1.927 2.497 1.711
O 0.432 3.048 0.311
H 2.543 -2.871 -0.121
H 2.948 -2.468 1.359
H 4.970 -1.824 0.677
H 4.650 -2.015 -0.884
H 4.084 0.355 1.019
H 5.165 0.233 -0.346
H 3.371 0.192 -2.006
H 3.433 1.627 -1.014
H 1.197 0.993 -1.633
H 1.422 -0.651 -1.186
H 1.538 0.091 1.223
H -0.670 -0.688 1.045
H -2.661 -0.797 -1.113
H -3.845 1.752 0.156
H -3.916 1.228 -1.581
H -5.872 0.303 0.367
H -5.379 -0.679 -0.994
H -4.332 -2.191 0.251
H -4.722 -1.365 1.744
H -2.808 -0.231 1.750
H -0.173 2.691 -0.420
```

Results
HOMO energy = -9.391 eV
structure (SMILES) = NCCCC[C@H](NC(=O)[C@@H]1CCCN1)C(=O)O
LUMO = 0.0236 hartree

---

Stability ranking, top entry: Q; the second entry is 46.7 kcal/mol less favorable.

---

P:
DFT (ωB97M-V with the def2-TZVPD basis set) results for a molecular structure, CH2Br2N2O.

```
8
CH2Br2N2O (ωB97M-V with the def2-TZVPD basis set)
C 0.100 -0.405 -0.438
N 1.247 0.166 -0.234
N -0.870 0.445 0.534
O -0.312 -1.282 -1.156
Br -1.037 -0.372 2.129
Br -2.495 0.812 -0.407
H 1.433 0.813 0.439
H 1.934 -0.177 -0.867
```

Results
HOMO energy = -9.184 eV
LUMO = -0.0120 hartree

---

Q:
DFT (ωB97M-V with the def2-TZVPD basis set) results for a molecular structure, CH2Br2N2O.

```
8
CH2Br2N2O (ωB97M-V with the def2-TZVPD basis set)
C -0.337 -0.683 -0.227
N -1.360 0.067 0.023
N 1.316 0.189 0.686
O -0.020 -1.668 -0.773
Br 1.167 2.000 0.211
Br 2.745 -0.697 -0.041
H -1.262 0.940 0.525
H -2.249 -0.149 -0.404
```

Results
HOMO energy = -8.534 eV
LUMO = -0.0066 hartree

---

Stability ranking, top entry: P; the second entry is 21.8 kcal/mol less favorable.

---

P:
DFT (ωB97M-V with the def2-TZVPD basis set) results for 2 unconnected molecules or ions with the total composition C3H9O2.

```
14
C3H9O2 (ωB97M-V with the def2-TZVPD basis set)
C -0.291 1.404 2.400
O -0.620 0.208 1.731
H 0.597 1.890 1.983
H -1.128 2.118 2.372
H -0.199 1.027 3.420
C 0.119 -0.153 -1.338
O -1.097 -0.207 -0.677
C 0.498 -1.551 -1.867
H 0.136 0.522 -2.224
H 0.855 0.258 -0.625
H -0.721 0.220 0.682
H 0.142 -1.881 -2.845
H 1.599 -1.604 -1.884
H 0.109 -2.252 -1.127
```

Results
HOMO energy = -3.025 eV
net charge = -1
LUMO = 0.1607 hartree

---

Q:
DFT (ωB97M-V with the def2-TZVPD basis set) results for 2 unconnected molecules or ions with the total composition C3H9O2.

```
14
C3H9O2 (ωB97M-V with the def2-TZVPD basis set)
C 2.071 1.155 -1.533
O 1.742 1.061 -0.191
H 2.217 2.315 -1.682
H 1.267 0.942 -2.432
H 2.850 0.493 -1.723
C -1.189 -1.258 1.135
O -1.898 -0.907 2.340
C -0.998 -0.185 0.147
H -1.704 -2.159 0.669
H -0.212 -1.745 1.329
H -1.618 -0.028 2.214
H -1.920 0.452 0.005
H -0.546 -0.633 -0.783
H -0.061 0.497 0.505
```

Results
HOMO energy = -2.225 eV
net charge = -1
LUMO = 0.1459 hartree

---

Stability ranking, top entry: P; the second entry is 37.5 kcal/mol less favorable.

---

P:
DFT (ωB97M-V with the def2-TZVPD basis set) results for a molecular structure, C3H9O2.

```
14
C3H9O2 (ωB97M-V with the def2-TZVPD basis set)
C -0.296 -1.277 0.354
O 0.281 -1.762 -0.735
C -1.086 0.183 0.188
C -0.174 1.443 0.555
H 0.506 -1.035 1.055
H -0.976 -1.952 0.953
H -1.992 0.143 0.898
H -1.274 0.158 -0.831
H 0.572 1.499 -0.262
H 0.291 1.376 1.579
H -0.686 2.475 0.662
H 1.028 -0.996 -1.488
H 2.118 -0.205 -1.051
O 1.686 -0.050 -1.877
```

Results
HOMO energy = -3.614 eV
net charge = -1
LUMO = 0.1622 hartree

---

Q:
DFT (ωB97M-V with the def2-TZVPD basis set) results for 2 unconnected molecules or ions with the total composition C3H9O2.

```
14
C3H9O2 (ωB97M-V with the def2-TZVPD basis set)
C -0.261 0.016 0.535
O -1.381 0.039 1.223
C -0.366 0.195 -1.021
C -1.605 -0.512 -1.569
H 0.255 -1.028 0.524
H 0.582 0.664 0.881
H 0.490 -0.261 -1.521
H -0.371 1.264 -1.295
H -1.637 -0.291 -2.654
H -2.538 -0.128 -1.173
H -1.569 -1.595 -1.427
H 2.756 -0.571 0.696
H 2.221 0.617 1.328
O 3.009 0.333 0.856
```

Results
HOMO energy = -2.388 eV
net charge = -1
LUMO = 0.1612 hartree

---

Stability ranking, top entry: Q; the second entry is 5.6 kcal/mol less favorable.

---

P:
DFT (ωB97M-V with the def2-TZVPD basis set) results for a single H2NOP molecule.

```
5
H2NOP (ωB97M-V with the def2-TZVPD basis set)
N 0.908 1.234 -0.022
O 0.937 -1.123 0.116
P -0.030 -0.022 -0.020
H -0.954 -0.072 1.117
H -0.862 -0.017 -1.191
```

Results
HOMO energy (alpha / beta) = -11.272 / -11.109 eV
LUMO (alpha / beta) = -0.1059 / -0.1099 hartree

---

Q:
DFT (ωB97M-V with the def2-TZVPD basis set) results for 2 unconnected molecules or ions with the total composition H2NOP.

```
5
H2NOP (ωB97M-V with the def2-TZVPD basis set)
N 0.030 -0.569 1.561
O 0.296 0.301 -1.740
P -1.092 -0.367 0.586
H -0.238 1.098 -1.827
H 1.004 -0.464 1.420
```

Results
HOMO energy (alpha / beta) = -8.417 / -9.940 eV
LUMO (alpha / beta) = -0.0492 / -0.0428 hartree

---

Stability ranking, top entry: Q; the second entry is 24.1 kcal/mol less favorable.